Record 1
DFT (ωB97M-V/def2-TZVPD) results for C19H18HgNO2 as an isolated structure in a non-equilibrium geometry.

Properties
Charge: -1
Largest force on an atom (Eh/bohr): 0.054
E_LUMO (alpha / beta) (eV): 2.97 / 2.55
DFT total energy (hartree): -1093.2401
Energy relative to the best compared isomer or geometry (same formula, charge and spin) (kJ/mol): 78.55

```
41
C19H18HgNO2 (ωB97M-V/def2-TZVPD)
Hg -0.3711 -0.7587 0.7267
O 0.8973 -4.5220 4.5422
O 0.9647 0.2952 -0.8459
N 0.3495 -3.1413 2.6433
C 0.0348 0.8709 2.4307
C -1.3262 3.4193 -4.7358
C 1.0487 1.6396 -0.5412
C -0.6364 2.6171 -2.1191
C -0.2378 2.3374 -0.8179
C -0.9773 -0.0249 2.9338
C 1.3226 -2.7065 -0.5615
C 1.4287 -3.4259 0.5856
C -0.3641 1.7700 -3.2550
C 0.0888 -3.7563 1.1852
C 1.0762 -0.7969 3.5844
C -0.8168 -3.0477 0.2034
C -1.2966 3.8581 -2.3666
C 1.2995 0.3738 2.8652
C -0.0754 -2.5013 -0.8582
C -0.3263 -0.9988 3.7033
C 0.6842 -3.7708 3.6358
C -0.7142 2.1737 -4.5329
C -1.6065 4.2609 -3.6516
H 0.1142 0.8045 -3.0629
H 1.3616 1.9492 0.4742
H -0.9430 -1.7315 4.2246
H -1.4691 4.4937 -1.4946
H -0.4436 -2.1750 -1.8062
H 2.2607 0.7182 2.5203
H 2.1322 -2.2568 -1.1033
H -0.1607 1.8638 2.1096
H 2.3235 -3.4726 1.1794
H -2.0413 0.0860 2.8710
H -1.5897 3.7391 -5.7382
H -0.9576 2.4979 -0.0069
H -0.3352 -4.7658 1.3850
H -0.5157 1.5222 -5.3863
H 1.9436 -1.3549 3.9369
H -1.8728 -3.2351 0.2207
H -2.0655 5.2378 -3.7981
H 1.8121 1.9146 -1.2789
```

Record 2
DFT (ωB97M-V/def2-TZVPD) results for C19H18IrN3O3 as an isolated structure in a non-equilibrium geometry.

Properties
Charge: +2
Largest force on an atom (Eh/bohr): 0.061
E_LUMO (alpha / beta) (eV): -7.76 / -7.76
DFT total energy (hartree): -1228.6058
Energy relative to the best compared isomer or geometry (same formula, charge and spin) (kJ/mol): 44.03

```
44
C19H18IrN3O3 (ωB97M-V/def2-TZVPD)
Ir 0.5790 0.3441 -0.7169
O 0.1319 -0.0888 -2.8728
O -1.3827 -1.2346 -0.1791
O -0.9326 -1.5893 -4.2816
N 1.8637 -1.2110 -0.2605
N -0.4795 2.1055 -0.5619
N 0.9846 0.7913 1.1182
C -1.1621 2.7563 -1.5088
C -0.4153 -0.8474 -3.5742
C 3.1902 -2.1003 1.5196
C -0.4073 2.6462 0.6829
C -2.1740 -1.6172 -1.1191
C -1.8199 3.9498 -1.2663
C -1.7680 4.4920 0.0050
C 2.0947 0.2810 3.1346
C 3.6274 -3.1259 0.6948
C 0.6845 2.2262 2.9637
C -2.3875 -3.0756 -1.2788
C -3.1955 -0.6109 -1.4660
C 1.5242 1.4090 3.7058
C 1.8047 -0.0146 1.8130
C -1.0473 3.8321 0.9897
C 3.1749 -3.1759 -0.6117
C 0.4247 1.8938 1.6443
C 2.2968 -2.2001 -1.0495
C 2.3123 -1.1546 1.0222
H -3.0513 -3.4413 -0.4886
H 2.7536 -0.3491 3.7135
H -0.9930 -2.0153 0.2599
H 1.9332 -2.1946 -2.0683
H -1.1680 2.3019 -2.4906
H 1.7392 1.6554 4.7364
H -1.4506 -3.6384 -1.2278
H -2.2723 5.4215 0.2303
H -3.6548 -0.8259 -2.4305
H 0.2475 3.1072 3.4101
H 4.3169 -3.8698 1.0694
H -2.8586 -3.3027 -2.2344
H -3.9846 -0.6221 -0.7075
H -0.9813 4.2465 1.9851
H -2.7759 0.3973 -1.4847
H 3.5386 -2.0372 2.5402
H -2.3571 4.4371 -2.0672
H 3.4962 -3.9514 -1.2921
```

Record 3
DFT (ωB97M-V/def2-TZVPD) results for C19H18MnNO2 as an isolated structure in a non-equilibrium geometry.

Properties
Largest force on an atom (Eh/bohr): 0.064
E_LUMO (alpha / beta) (eV): -0.48 / -0.52
Spin multiplicity: 5
DFT total energy (hartree): -2090.8297

```
41
C19H18MnNO2 (ωB97M-V/def2-TZVPD)
Mn 0.0171 -0.5846 0.2701
O -0.1482 -0.0260 -1.7485
O -0.2649 -0.1184 4.6703
N 0.3449 0.5053 2.4276
C 0.6348 1.0713 -7.2650
C -1.1776 2.2128 1.4953
C 1.3086 -2.3495 0.3063
C 0.2404 2.0228 1.9532
C 1.0206 2.1279 0.6677
C -0.1813 1.1097 -4.9839
C 0.0326 0.1662 3.5649
C 0.1451 2.2608 -0.3852
C -1.0988 -0.5211 -2.6229
C -1.0031 -2.5488 0.1947
C 1.0240 -0.2709 -7.1140
C 0.0469 1.7521 -6.1889
C 0.8204 -0.9289 -5.9110
C -0.6655 -2.1639 1.5329
C 0.2106 -2.6649 -0.5511
C 0.7676 -2.0502 1.6065
C -1.2141 2.2955 0.1268
C -0.1688 -0.9866 -3.6569
C 0.1597 -0.2756 -4.8154
H -2.0918 2.4359 -0.5057
H -1.7283 0.2794 -3.0271
H -0.6233 1.6302 -4.1303
H -2.0044 2.2570 2.1999
H 1.4893 -0.7954 -7.9507
H 0.5943 2.6499 2.7897
H -1.3648 -2.0660 2.3583
H 0.2982 -3.0237 -1.5776
H 1.3615 -1.8637 2.4963
H -0.2352 2.7995 -6.2965
H 0.3195 -1.9532 -3.5011
H -1.6787 -1.3809 -2.2503
H 2.3689 -2.3901 0.0460
H 0.4087 2.4207 -1.4328
H 0.7918 1.5844 -8.2137
H -2.0006 -2.7959 -0.1648
H 2.1117 2.1477 0.6466
H 1.1319 -1.9705 -5.7802
```

The highest largest force on an atom belongs to which entry? C19H18MnNO2